1.
Below is C33H31Cl5N4O3Pt as an isolated structure in a non-equilibrium geometry, with properties calculated with wB97M-V/def2-TZVPD.

Properties
* E_HOMO (alpha / beta): -12.907 / -13.453 eV

Structure (ORCA input):
```
! RIJCOSX wB97M-V def2-TZVPD def2/J DEFGRID3
* xyz 2 5
Pt -0.1823 1.6990 0.6536
C 2.8662 -3.8805 -2.3110
O 1.5689 -3.3219 -2.0191
C 0.5480 -3.3309 -2.9331
C 0.7170 -3.8461 -4.1897
C -0.3917 -3.8714 -5.0747
C -1.6494 -3.3931 -4.6569
C -1.7613 -2.9789 -3.3252
C -0.6436 -2.7332 -2.4939
N -0.8351 -2.1509 -1.1279
C -0.3568 -0.9240 -0.8860
N 0.0674 -0.1898 -2.1295
C 0.4636 1.0403 -2.2971
C 0.4687 2.1071 -1.2696
C 0.9507 3.2770 -1.6378
C 1.3010 3.5989 -2.9123
C 1.3161 2.5967 -3.9771
C 0.9321 1.3442 -3.5964
O 0.6621 0.3303 -4.3885
C 1.0815 0.3151 -5.7036
N -0.2592 -0.4391 0.2518
C -0.4753 -1.2721 1.3781
C 0.7117 -1.6646 2.0410
C 0.6270 -2.2722 3.3335
C -0.6718 -2.4726 3.8074
C -1.8522 -2.3241 3.1001
C -1.6851 -1.6860 1.8593
O -2.7424 -1.4961 1.0250
C -3.9893 -2.0293 1.3590
H 2.8340 -4.9525 -2.0802
H 3.5764 -3.4717 -1.6178
H 3.1636 -3.5348 -3.3011
H 1.6238 -4.2275 -4.5215
H -0.0950 -4.3832 -5.9343
H -2.4844 -3.2790 -5.3264
H -2.6667 -2.5782 -3.0254
H -1.0589 -2.9010 -0.4710
H 0.0116 -0.6590 -2.9706
H 1.1383 4.0217 -0.9501
H 1.5622 4.6473 -3.1265
H 1.4146 2.5794 -5.1107
H 0.6980 -0.5997 -6.0957
H 2.1583 0.3684 -5.7340
H 0.6992 1.2333 -6.3604
H 1.5793 -1.3128 1.5477
H 1.5201 -2.4954 3.9152
H -0.6118 -2.8038 4.8098
H -2.8288 -2.6956 3.3797
H -4.7535 -1.7738 0.6365
H -4.3210 -1.6724 2.3420
H -3.9723 -3.1772 1.4066
Cl -1.0665 1.4287 3.5594
C -2.3223 1.4711 2.5159
C -2.1260 1.8678 1.1275
C -3.2207 1.8915 0.2553
Cl -3.0543 2.4525 -1.3365
C -4.4283 1.4015 0.6800
Cl -5.8096 1.2860 -0.3942
C -4.5847 1.0704 2.1241
Cl -6.1817 0.9622 2.7109
C -3.5699 1.1487 3.0258
Cl -3.7740 0.9032 4.6881
C 2.7054 2.0053 4.7282
C 2.8708 3.2169 3.7235
C 2.2404 4.4698 4.3001
C 4.4098 3.2803 3.2574
C 2.0989 2.8700 2.5740
N 1.5108 2.5977 1.6131
H 3.2686 2.1659 5.6735
H 2.7938 1.0162 4.2200
H 1.6894 1.9560 5.0303
H 2.5829 4.7091 5.2771
H 1.2113 4.3055 4.3324
H 2.4378 5.3418 3.6494
H 5.0603 3.4820 4.0791
H 4.6506 4.0221 2.4790
H 4.6335 2.3132 2.8151
*
```

=====

2.
Below is C33H32ClMgN5O5PS6 as an isolated structure, with properties calculated with wB97M-V/def2-TZVPD.

Properties
* energy above the lowest of the compared OMol25 structures with the same formula, charge and spin: 3.708 eV
* E_HOMO: -4.290 eV

Structure (ORCA input):
```
! RIJCOSX wB97M-V def2-TZVPD def2/J DEFGRID3
* xyz -1 1
Mg -0.2995 -1.3940 -0.1805
O -1.1452 -2.4394 1.6366
S 0.8090 -0.4257 2.6620
O -0.4837 -0.2500 3.4078
O 0.5833 -0.1863 1.1665
C 1.7054 1.0947 3.0362
C 2.9089 0.9277 3.7031
C 3.6940 2.0272 4.0173
C 3.2616 3.2930 3.6528
C 2.0531 3.4480 2.9859
C 1.2509 2.3535 2.6675
P -0.3570 2.5775 1.7628
C -0.8675 4.1742 2.5399
C -1.5184 4.0430 3.7684
C -1.9390 5.1567 4.4774
C -1.7366 6.4291 3.9584
C -1.1045 6.5731 2.7326
C -0.6701 5.4546 2.0315
C 0.2907 3.1362 0.1433
C 1.5534 2.7744 -0.3208
C 1.9861 3.1702 -1.5800
C 1.1695 3.9423 -2.3917
C -0.1055 4.2785 -1.9545
C -0.5471 3.8593 -0.7084
H 3.2286 -0.0762 3.9590
H 4.6372 1.8963 4.5338
H 3.8632 4.1645 3.8819
H 1.7316 4.4424 2.7087
H -1.6833 3.0498 4.1725
H -2.4312 5.0311 5.4337
H -2.0719 7.3011 4.5055
H -0.9387 7.5603 2.3194
H -0.1632 5.5859 1.0826
H 2.2020 2.1684 0.3001
H 2.9643 2.8634 -1.9281
H 1.5083 4.2506 -3.3731
H -0.7649 4.8571 -2.5905
H -1.5519 4.1138 -0.3856
Cl 1.4836 2.6325 -6.1801
C 1.2714 1.5146 -4.8486
C 2.2768 0.5677 -4.5755
C 2.1427 -0.3113 -3.5391
C 0.9825 -0.3102 -2.6984
O 0.8585 -1.1723 -1.7788
C 0.0032 0.6939 -2.9787
C -1.1739 0.8355 -2.1737
O -1.5018 0.1464 -1.2130
C 0.1609 1.5764 -4.0632
H 3.1613 0.5452 -5.2002
H 2.9061 -1.0473 -3.3216
H -1.8502 1.6541 -2.4799
H -0.6027 2.3227 -4.2508
C -3.0536 -4.4977 -2.7930
N -3.5123 -4.2215 -1.4408
C -4.9521 -4.2491 -1.2336
C -2.7295 -3.3935 -0.6703
N -1.6452 -2.8389 -1.0540
N -3.2051 -3.2592 0.6378
C -2.5289 -2.5233 1.6437
N -3.0700 -2.8244 2.9193
N -2.0275 -1.2359 1.3142
H -3.6675 -5.2913 -3.2121
H -2.0260 -4.8590 -2.7819
H -3.1232 -3.6189 -3.4470
H -5.3758 -4.9875 -1.9102
H -5.4209 -3.2806 -1.4377
H -5.2162 -4.5483 -0.2214
H -1.4726 -2.9619 -2.0415
H -3.5719 -4.1194 1.0189
H -3.9879 -2.4120 3.0322
H -2.4408 -2.4560 3.6259
H -1.8868 -0.6566 2.1602
C 4.9506 -4.9084 -0.0575
S 4.3451 -4.2480 -1.6271
C 2.7308 -4.9180 -1.6446
C 1.7145 -4.5655 -0.8102
S 1.6797 -3.4515 0.4863
S 0.2418 -5.4746 -1.1278
C 0.7447 -6.4122 -2.4770
S -0.2746 -7.4429 -3.2958
S 2.3919 -6.1487 -2.8455
H 5.9439 -4.4886 0.1011
H 5.0168 -5.9947 -0.0879
H 4.2889 -4.5858 0.7450
*
```

=====

3.
Below is C33H32ClN3O4RbS5 as an isolated structure, with properties calculated with wB97M-V/def2-TZVPD.

Properties
* energy above the lowest of the compared OMol25 structures with the same formula, charge and spin: 0.258 eV
* E_HOMO: -4.850 eV

Structure (ORCA input):
```
! RIJCOSX wB97M-V def2-TZVPD def2/J DEFGRID3
* xyz -1 1
Rb 0.6262 0.4790 -0.3955
C 1.5277 -3.3679 2.2312
C 0.2401 -3.4615 3.0463
S -1.1286 -2.4675 2.3900
C -1.6394 -1.5612 3.8710
C -0.5816 -0.6812 4.5320
S 0.0870 0.5763 3.4118
C 1.8688 0.3852 3.6828
C 2.4814 -1.0034 3.4910
S 2.1720 -1.7248 1.8565
H 1.3746 -3.7993 1.2399
H 2.3028 -3.9642 2.7190
H 0.4194 -3.1585 4.0778
H -0.0636 -4.5102 3.0778
H -2.0349 -2.2642 4.6088
H -2.4715 -0.9448 3.5254
H 0.2327 -1.2873 4.9265
H -1.0439 -0.1856 5.3887
H 2.1348 0.7438 4.6811
H 2.3051 1.0885 2.9692
H 2.1235 -1.6972 4.2526
H 3.5607 -0.9165 3.6325
Cl 3.9649 7.5393 1.2756
C 2.9208 6.1382 1.1939
C 2.3415 5.6420 2.3765
C 1.5290 4.5492 2.3375
C 1.2297 3.8416 1.1167
O 0.5066 2.8074 1.1558
C 1.8193 4.3978 -0.0773
C 1.5953 3.9009 -1.4089
O 0.8920 2.9681 -1.7821
C 2.6587 5.5319 0.0039
H 2.5480 6.1409 3.3154
H 1.0739 4.1581 3.2391
H 2.1374 4.4823 -2.1844
H 3.0971 5.9213 -0.9081
O 3.0043 -2.8976 -2.7921
S 2.4791 -1.5642 -2.5799
O 2.9868 -0.8439 -1.4262
N 0.9195 -1.4474 -2.5157
C 0.0922 -1.8353 -3.5275
C 0.4592 -2.3674 -4.7561
C -0.4960 -2.6954 -5.7327
C -1.8357 -2.5360 -5.5118
C -2.2662 -2.0402 -4.2582
C -3.6373 -1.9071 -3.9323
C -4.0009 -1.4682 -2.6945
C -2.9786 -1.1395 -1.7777
N -1.7043 -1.2246 -2.0445
C -1.3219 -1.6829 -3.2697
C 3.0322 -0.5994 -3.9897
C 3.9748 -1.1164 -4.8623
C 4.4135 -0.3497 -5.9342
C 3.9054 0.9254 -6.1306
C 2.9582 1.4377 -5.2520
C 2.5206 0.6773 -4.1797
H 1.5024 -2.5528 -4.9668
H -0.1498 -3.0946 -6.6793
H -2.5715 -2.7990 -6.2619
H -4.3807 -2.1773 -4.6744
H -5.0393 -1.3726 -2.4040
H -3.2412 -0.8048 -0.7789
H 4.3478 -2.1177 -4.6914
H 5.1511 -0.7513 -6.6181
H 4.2449 1.5212 -6.9688
H 2.5576 2.4324 -5.4019
H 1.7835 1.0759 -3.4938
S -3.3808 1.5748 2.3339
C -3.3938 1.8406 0.6863
N -2.2592 2.3547 0.0948
C -2.1384 2.6454 -1.2183
C -3.1880 2.4589 -2.0669
C -4.3855 1.9554 -1.5254
C -4.4879 1.6481 -0.2010
H -1.4590 2.5367 0.7162
H -1.1680 3.0165 -1.5170
H -3.0874 2.6808 -3.1178
H -5.2363 1.7960 -2.1771
H -5.3995 1.2536 0.2232
*
```